Record 1
16
Properties=species:S:1:pos:R:3:nbo_charge:R:1 method="wB97M-V/def2-TZVPD" gap_ev=10.778 de_lowest_kcal_mol=175.2
C -2.14 -0.84 -0.10 -0.25
C -0.16 0.30 0.05 0.35
C 0.37 1.68 -0.12 -0.63
C 1.90 -0.97 -0.09 -0.22
H -2.35 -1.10 0.97 0.15
H -1.40 -1.64 -0.62 0.17
H -3.13 -0.93 -0.24 0.20
H -0.05 0.22 1.30 0.13
H -0.25 2.45 0.55 0.22
H 1.50 1.79 -0.04 0.23
H -0.46 2.33 -1.16 0.19
H 1.76 -1.51 0.89 0.19
H 2.50 -1.61 -0.32 0.17
H 2.74 0.04 0.04 0.15
O -1.45 0.26 -0.36 -0.52
O 0.61 -0.46 -0.74 -0.54

Record 2
80
Properties=species:S:1:pos:R:3:lowdin_charge:R:1 method="wB97M-V/def2-TZVPD" gap_ev=6.367
O -0.82 -6.26 -3.55 0.05
C -1.80 -5.71 -2.83 -0.25
F -1.75 -5.96 -1.34 -0.06
N -2.94 -4.86 -3.35 0.10
C -2.66 -3.36 -3.10 -0.31
O -3.73 -2.55 -3.34 -0.05
Si -0.94 -2.68 -2.50 0.30
Cl 0.37 -2.56 -4.20 0.30
O -1.02 -1.08 -1.76 -0.38
Si 0.03 -0.99 -0.32 0.46
O 1.38 -2.16 -0.42 -0.24
C -0.98 -1.29 1.32 -0.28
C -1.70 -2.76 1.40 -0.32
C -0.72 -3.99 1.84 -0.67
I 0.57 -3.61 3.56 0.81
P 1.04 1.01 -0.30 0.67
O 1.76 1.17 1.12 -0.38
O 2.28 0.90 -1.56 -0.26
O -0.04 2.33 -0.66 -0.24
H -3.79 -5.13 -2.81 0.15
H -0.47 -3.66 -1.49 0.00
H 1.30 -2.68 0.44 0.04
H -1.87 -0.49 1.27 0.11
H -0.34 -0.99 2.25 0.07
H -2.26 -3.02 0.39 0.11
H -2.55 -2.68 2.23 0.13
H -0.06 -4.32 0.92 0.03
H -1.38 -4.94 2.12 0.08
H 3.08 0.41 -1.15 0.11
H -0.89 2.02 -1.11 0.10
N 1.84 4.27 0.81 0.00
C 2.38 5.38 0.21 -0.15
C 2.43 6.39 1.14 -0.12
C 1.91 5.88 2.35 -0.12
C 1.55 4.57 2.12 -0.13
H 1.67 3.38 0.36 0.07
H 2.68 5.35 -0.83 0.10
H 2.81 7.39 0.96 0.09
H 1.80 6.41 3.28 0.09
H 1.12 3.82 2.77 0.11
N 0.25 4.48 -2.71 0.01
C -0.50 5.59 -3.05 -0.14
C -0.57 5.64 -4.43 -0.13
C 0.15 4.54 -4.93 -0.10
C 0.64 3.83 -3.85 -0.13
H 0.46 4.20 -1.77 0.10
H -0.91 6.23 -2.29 0.11
H -1.08 6.40 -5.00 0.09
H 0.30 4.28 -5.97 0.09
H 1.24 2.93 -3.80 0.10
N -3.93 6.25 -4.40 0.01
C -4.15 7.24 -5.32 -0.14
C -5.49 7.26 -5.62 -0.12
C -6.11 6.26 -4.83 -0.12
C -5.13 5.65 -4.09 -0.14
H -3.03 6.00 -4.00 0.10
H -3.33 7.84 -5.69 0.10
H -5.98 7.93 -6.31 0.09
H -7.16 6.01 -4.82 0.09
H -5.17 4.84 -3.37 0.10
N 1.85 -2.67 8.16 0.00
C 2.77 -2.08 9.00 -0.14
C 3.93 -1.88 8.28 -0.11
C 3.71 -2.36 6.97 -0.11
C 2.41 -2.84 6.92 -0.16
H 0.91 -2.94 8.41 0.15
H 2.51 -1.86 10.02 0.11
H 4.84 -1.44 8.67 0.09
H 4.41 -2.36 6.15 0.09
H 1.85 -3.28 6.11 0.01
N 1.12 -7.15 0.55 0.00
C 2.33 -6.63 0.18 -0.15
C 3.26 -6.97 1.13 -0.11
C 2.60 -7.74 2.11 -0.11
C 1.28 -7.84 1.73 -0.14
H 0.26 -7.05 0.04 0.13
H 2.42 -6.05 -0.73 0.11
H 4.31 -6.70 1.12 0.09
H 3.03 -8.17 3.00 0.09
H 0.44 -8.34 2.19 0.11

Record 3
106
Properties=species:S:1:pos:R:3:lowdin_charge:R:1 method="wB97M-V/def2-TZVPD" gap_ev=8.492 total_charge=+2 de_lowest_kcal_mol=21.7
Ba 0.28 -0.61 0.30 1.73
C 0.48 -0.76 5.90 -0.06
N -0.34 -1.71 5.14 -0.29
C -1.19 -2.58 5.93 -0.08
P -0.11 -1.87 3.55 0.46
O 0.33 -0.63 2.84 -0.49
O -1.60 -2.26 3.02 -0.27
P -2.35 -2.75 1.68 0.43
O -1.82 -2.13 0.44 -0.50
N -3.87 -2.28 2.03 -0.29
C -4.85 -2.51 0.96 -0.07
C -4.45 -2.12 3.36 -0.07
N -2.10 -4.37 1.64 -0.29
C -1.86 -5.10 0.40 -0.08
C -2.69 -5.17 2.72 -0.07
N 0.88 -3.12 3.20 -0.27
C 1.16 -4.22 4.12 -0.06
C 1.23 -3.34 1.81 -0.13
H 1.20 -1.30 6.54 0.09
H -0.16 -0.15 6.54 0.10
H 1.03 -0.11 5.23 0.08
H -0.60 -3.13 6.67 0.09
H -1.70 -3.31 5.30 0.07
H -1.94 -2.00 6.46 0.10
H -4.35 -2.59 0.00 0.08
H -5.53 -1.66 0.92 0.09
H -5.44 -3.41 1.14 0.09
H -3.67 -1.89 4.08 0.07
H -4.98 -3.02 3.68 0.09
H -5.16 -1.29 3.33 0.10
H -1.40 -4.44 -0.33 0.07
H -2.78 -5.50 -0.03 0.10
H -1.19 -5.93 0.60 0.09
H -2.79 -4.56 3.62 0.06
H -2.04 -6.01 2.95 0.09
H -3.67 -5.56 2.45 0.10
H 1.07 -3.88 5.15 0.08
H 2.18 -4.56 3.97 0.10
H 0.48 -5.07 3.97 0.09
H 2.03 -2.69 1.44 0.06
H 0.37 -3.34 1.13 0.03
H 1.60 -4.35 1.66 0.11
C -1.92 0.99 -2.53 -0.18
N -0.69 1.81 -2.42 -0.50
P 0.71 0.81 -2.76 0.92
C 0.35 0.22 -4.45 -0.39
C -0.29 1.00 -5.41 -0.11
C -0.48 0.50 -6.69 -0.06
C -0.02 -0.77 -7.03 -0.06
C 0.62 -1.55 -6.07 -0.07
C 0.80 -1.06 -4.79 -0.10
C 2.10 1.96 -3.01 -0.37
C 2.36 2.60 -4.22 -0.07
C 3.44 3.48 -4.32 -0.06
C 4.25 3.72 -3.22 -0.06
C 4.00 3.07 -2.02 -0.06
C 2.94 2.19 -1.92 -0.13
P -0.57 2.42 -0.78 0.90
C 0.43 3.93 -0.91 -0.39
C 0.54 4.67 -2.08 -0.10
C 1.31 5.83 -2.09 -0.06
C 1.95 6.25 -0.93 -0.06
C 1.83 5.51 0.24 -0.07
C 1.08 4.35 0.25 -0.11
C -2.23 3.08 -0.47 -0.39
C -2.77 4.12 -1.24 -0.07
C -4.05 4.58 -0.98 -0.05
C -4.80 4.02 0.05 -0.06
C -4.27 2.99 0.82 -0.07
C -2.99 2.52 0.56 -0.11
H -1.96 0.52 -3.51 0.07
H -2.79 1.61 -2.41 0.08
H -1.98 0.18 -1.78 0.05
H -0.65 1.99 -5.15 0.11
H -0.98 1.11 -7.43 0.11
H -0.16 -1.15 -8.03 0.11
H 0.98 -2.54 -6.33 0.11
H 1.28 -1.68 -4.04 0.09
H 1.74 2.42 -5.08 0.10
H 3.64 3.97 -5.26 0.11
H 5.09 4.40 -3.31 0.11
H 4.64 3.25 -1.16 0.11
H 2.75 1.69 -0.98 0.07
H 0.05 4.34 -2.98 0.10
H 1.40 6.40 -3.00 0.11
H 2.54 7.16 -0.94 0.11
H 2.33 5.84 1.14 0.11
H 1.00 3.76 1.16 0.10
H -2.19 4.57 -2.03 0.11
H -4.46 5.38 -1.57 0.11
H -5.79 4.39 0.26 0.11
H -4.84 2.57 1.63 0.11
H -2.57 1.72 1.16 0.09
N 3.36 -1.52 -1.66 0.13
C 3.93 -0.98 -0.52 -0.41
C 5.31 -1.01 -0.30 0.00
C 5.80 -0.47 0.87 -0.04
C 4.93 0.10 1.79 -0.05
C 3.58 0.08 1.49 -0.16
N 3.08 -0.46 0.37 -0.07
H 4.02 -1.77 -2.38 0.10
H 2.61 -0.95 -2.03 0.00
H 5.97 -1.44 -1.04 0.12
H 6.87 -0.47 1.06 0.12
H 5.28 0.55 2.71 0.11
H 2.86 0.49 2.19 0.10

Record 4
10
Properties=species:S:1:pos:R:3:nbo_charge:R:1 method="wB97M-V/def2-TZVPD" gap_ev="7.489 / 7.357" total_charge=-1 de_lowest_kcal_mol=85.5
C 1.68 -0.54 0.15 0.30
C -1.19 -0.65 -0.38 -0.81
N 0.02 2.16 0.66 -0.67
O 1.32 -1.54 0.69 -0.63
S 3.04 0.31 -0.12 -0.30
S 0.14 0.35 -0.96 0.19
H -0.72 -0.99 0.63 0.26
H -1.27 -1.31 -1.20 0.21
H -1.99 0.06 -0.19 0.21
H -1.02 2.16 0.72 0.23

Record 5
10
Properties=species:S:1:pos:R:3:nbo_charge:R:1 method="wB97M-V/def2-TZVPD" gap_ev=8.943 de_lowest_kcal_mol=6.2
C -0.15 -0.39 -0.84 -1.14
F 0.77 -1.30 1.76 -0.57
F -1.32 -2.26 1.41 -0.58
F -0.15 1.96 -1.72 -0.57
F -0.69 1.85 0.49 -0.59
P -0.68 -0.85 1.51 1.57
P 0.48 1.15 -0.46 1.80
S 2.24 1.60 0.27 -0.47
H -1.06 -0.56 -1.59 0.30
H 0.56 -1.19 -0.83 0.26